171
Properties=species:S:1:pos:R:3 method="wB97M-V/def2-TZVPD" energy_ev=-164157.4055 homo_energy_ev=-7.843 charge=0 gap_ev=8.21
C -20.97 35.25 -8.33
O -21.66 35.98 -9.29
P -22.98 36.82 -8.79
O -23.87 37.38 -9.88
O -23.73 35.94 -7.61
C -24.90 36.37 -6.96
O -22.22 37.93 -7.88
C -21.47 38.94 -8.49
H -21.27 35.25 -7.28
H -19.90 35.47 -8.30
H -20.97 34.18 -8.55
H -24.82 37.44 -6.76
H -24.89 35.90 -5.98
H -25.81 36.07 -7.48
H -21.27 38.65 -9.53
H -20.48 39.17 -8.10
H -22.06 39.85 -8.51
C -7.32 39.24 -22.57
O -8.29 38.26 -22.83
P -7.68 36.74 -22.99
O -6.68 36.28 -22.00
O -9.04 35.79 -23.18
C -9.96 35.58 -22.08
O -7.08 36.82 -24.53
C -7.98 37.11 -25.61
H -7.04 39.74 -23.50
H -6.47 38.86 -22.00
H -7.89 39.97 -22.00
H -9.46 35.46 -21.12
H -10.65 34.74 -22.18
H -10.64 36.43 -22.08
H -7.50 37.89 -26.21
H -8.89 37.66 -25.39
H -8.30 36.31 -26.28
C -19.94 31.36 -26.41
O -18.75 31.43 -27.26
P -17.31 30.61 -26.97
O -17.39 29.81 -25.70
O -17.00 29.68 -28.30
C -17.85 28.49 -28.47
O -16.21 31.83 -26.92
C -15.48 32.32 -28.11
H -20.21 32.33 -26.00
H -19.78 30.55 -25.70
H -20.86 31.03 -26.89
H -17.34 27.60 -28.10
H -18.16 28.22 -29.48
H -18.70 28.62 -27.81
H -15.41 31.67 -28.98
H -14.43 32.47 -27.83
H -15.87 33.29 -28.44
C -20.04 23.71 -10.42
O -21.12 24.45 -10.82
P -22.16 23.78 -11.86
O -23.16 24.77 -12.34
O -22.94 22.52 -11.09
C -23.47 22.81 -9.80
O -21.28 23.15 -13.01
C -20.36 23.92 -13.75
H -19.84 23.93 -9.37
H -19.18 24.09 -10.96
H -20.09 22.63 -10.54
H -22.78 22.40 -9.06
H -24.38 22.22 -9.85
H -23.72 23.84 -9.53
H -19.51 23.27 -13.94
H -20.04 24.89 -13.35
H -20.60 24.12 -14.80
C -19.46 16.09 -23.45
O -19.80 17.43 -23.49
P -19.33 18.44 -22.29
O -17.99 18.18 -21.75
O -20.65 18.34 -21.34
C -20.51 18.09 -19.97
O -19.47 19.87 -22.96
C -18.91 21.03 -22.29
H -19.13 15.57 -22.55
H -18.71 15.94 -24.23
H -20.29 15.54 -23.90
H -19.46 18.09 -19.65
H -21.01 17.19 -19.62
H -20.96 18.90 -19.41
H -19.72 21.74 -22.14
H -18.34 21.61 -23.02
H -18.31 20.73 -21.43
O -22.80 31.37 -15.60
C -21.94 31.86 -16.60
C -21.50 33.20 -16.60
C -20.54 33.55 -17.53
C -20.12 32.65 -18.51
O -19.12 32.97 -19.41
C -20.49 31.31 -18.41
C -21.37 30.95 -17.46
H -22.68 30.42 -15.55
H -21.92 33.84 -15.84
H -20.25 34.59 -17.48
H -18.92 32.18 -19.92
H -20.22 30.56 -19.14
H -21.68 29.91 -17.47
O -5.03 37.32 -14.55
C -6.40 37.05 -14.39
C -7.36 37.84 -15.04
C -8.70 37.60 -14.84
C -9.12 36.55 -13.99
O -10.37 36.39 -13.63
C -8.22 35.74 -13.34
C -6.87 36.01 -13.52
H -4.82 38.15 -15.00
H -7.02 38.72 -15.57
H -9.32 38.39 -15.23
H -10.55 35.51 -13.30
H -8.37 34.90 -12.67
H -6.08 35.47 -13.03
O -7.86 26.38 -10.84
C -8.32 25.12 -11.12
C -7.71 24.37 -12.11
C -8.06 22.94 -12.23
C -9.00 22.34 -11.44
O -9.49 21.06 -11.74
C -9.62 23.15 -10.44
C -9.29 24.50 -10.27
H -8.32 26.73 -10.08
H -6.87 24.76 -12.66
H -7.62 22.25 -12.94
H -8.90 20.31 -11.86
H -10.30 22.70 -9.73
H -9.73 25.09 -9.48
O -5.40 29.59 -20.22
C -5.15 28.57 -21.09
C -5.47 27.30 -20.69
C -5.26 26.22 -21.54
C -4.77 26.42 -22.80
O -4.72 25.35 -23.78
C -4.47 27.70 -23.24
C -4.62 28.79 -22.38
H -5.16 30.44 -20.60
H -5.77 27.18 -19.66
H -5.56 25.22 -21.29
H -4.96 24.46 -23.50
H -4.12 27.78 -24.26
H -4.19 29.75 -22.61
O -17.56 30.42 -4.19
C -16.36 30.52 -4.78
C -16.24 29.76 -5.92
C -15.00 29.72 -6.54
C -13.98 30.46 -5.97
O -12.77 30.55 -6.59
C -14.07 31.19 -4.82
C -15.32 31.26 -4.25
H -17.56 30.79 -3.30
H -17.00 29.13 -6.36
H -14.82 29.15 -7.44
H -12.43 31.45 -6.58
H -13.27 31.76 -4.36
H -15.59 31.86 -3.39
C -14.81 29.95 -14.19
O -13.42 29.95 -14.28
C -12.81 29.29 -15.39
C -13.05 27.79 -15.54
O -14.06 27.38 -16.45
C -13.69 27.32 -17.77
H -15.32 30.65 -14.86
H -15.12 30.37 -13.22
H -15.22 28.95 -14.33
H -11.73 29.41 -15.46
H -13.10 29.85 -16.28
H -13.24 27.43 -14.53
H -12.17 27.18 -15.76
H -13.02 28.12 -18.10
H -14.48 27.56 -18.47
H -13.16 26.38 -17.90